1.
Below is a 11-piece molecular cluster, C7H32O10 overall, with properties calculated with ωB97M-V/def2-TZVPD.

Values from the calculation:
Energy relative to the best compared isomer or geometry (same formula, charge and spin) ... 1.7611 eV
DFT total energy ... -1038.241818 hartree
Net charge ... 0
Gap between HOMO and LUMO ... 9.50 eV
SMILES ... C=C(C)C(=C)CC.O.O.O.O.O.O.O.O.O.O

```
49
C7H32O10 (ωB97M-V/def2-TZVPD)
C 0.594 0.093 -1.017
C 0.343 -1.178 -1.841
C 0.019 -2.404 -1.005
C 1.039 -3.040 -0.439
C -2.316 -2.419 -0.094
C -1.381 -2.842 -0.943
C -1.772 -3.813 -2.045
H 1.629 0.204 -0.693
H 0.057 0.110 -0.071
H 0.375 0.934 -1.674
H -0.487 -0.942 -2.518
H 1.150 -1.333 -2.559
H 2.090 -2.944 -0.671
H 0.824 -3.839 0.265
H -1.998 -1.595 0.541
H -3.353 -2.717 -0.133
H -2.730 -4.262 -1.799
H -1.930 -3.274 -2.978
H -1.023 -4.595 -2.153
H -2.741 1.481 -1.025
H -1.330 1.929 -0.956
O -2.153 1.980 -0.444
H -0.248 2.937 4.071
H -0.946 2.281 2.880
O -1.091 2.894 3.608
H -1.010 -2.562 2.026
H -1.699 -3.813 2.479
O -0.834 -3.492 2.201
H 2.058 -4.169 3.078
H 0.673 -3.517 3.113
O 1.593 -3.396 3.405
H -1.456 2.558 -4.625
H -0.059 2.615 -3.999
O -0.778 2.015 -4.220
H 1.679 2.586 1.455
H 3.033 1.997 1.981
O 2.500 2.132 1.194
H 1.422 4.248 -1.140
H 2.005 2.783 -1.278
O 1.212 3.327 -1.305
H 0.519 4.234 0.676
H -0.090 4.240 1.949
O 0.822 4.303 1.594
H 3.471 0.048 0.910
H 4.324 -0.410 -0.332
O 4.122 -0.582 0.586
H -1.897 3.345 0.641
H -2.354 3.769 2.036
O -1.880 4.092 1.268
```

Löwdin population analysis, charges in e, atoms 1 to 2:
1. C -0.091
2. C -0.195



2.
Below is a 7-piece molecular cluster, C14H26Cl14N2O2 overall, with properties calculated with ωB97M-V/def2-TZVPD.

Values from the calculation:
Energy relative to the best compared isomer or geometry (same formula, charge and spin) ... 1.2895 eV
DFT total energy ... -7251.656886 hartree
Net charge ... 0
Gap between HOMO and LUMO ... 8.71 eV
SMILES ... ClC(Cl)(Cl)Cl.ClC(Cl)(Cl)Cl.CN(C)C=O.CN(C)C=O.ClCCCl.ClCCCl.ClCCCl

```
58
C14H26Cl14N2O2 (ωB97M-V/def2-TZVPD)
Cl -5.333 1.383 -3.151
C -4.315 0.265 -2.074
C -4.916 -1.141 -2.323
Cl -4.032 -2.351 -1.310
H -4.503 0.564 -1.043
H -3.243 0.339 -2.257
H -4.890 -1.401 -3.381
H -5.894 -1.260 -1.857
Cl 3.100 3.980 -2.080
C 2.613 4.252 -0.265
C 3.139 3.146 0.592
Cl 4.862 2.879 0.341
H 1.527 4.253 -0.178
H 3.046 5.181 0.104
H 2.652 2.217 0.298
H 3.043 3.372 1.654
Cl 1.836 -0.544 -5.535
C 3.174 -1.599 -5.045
C 2.608 -2.983 -4.743
Cl 3.906 -4.156 -4.430
H 3.723 -1.139 -4.224
H 3.919 -1.634 -5.840
H 1.943 -3.280 -5.555
H 2.024 -2.986 -3.823
C 1.236 -0.192 -0.114
O 1.385 0.218 1.056
N 0.084 -0.557 -0.658
C -0.003 -1.065 -2.021
C -1.153 -0.413 -0.011
H 2.072 -0.231 -0.829
H -0.575 -0.331 -2.589
H -0.499 -2.034 -2.067
H 0.970 -1.245 -2.479
H -1.112 -0.354 1.076
H -1.573 0.520 -0.387
H -1.817 -1.252 -0.219
C -1.179 -0.499 5.839
O -1.135 -1.734 6.122
N -0.394 0.030 4.913
C -0.309 1.503 4.691
C 0.431 -0.837 4.119
H -1.734 0.250 6.426
H 0.596 1.751 5.247
H -1.183 2.042 5.057
H -0.126 1.792 3.656
H 0.438 -1.913 4.294
H 0.105 -0.774 3.080
H 1.467 -0.499 4.128
C 0.621 -4.788 0.410
Cl 0.576 -4.377 -1.309
Cl 1.137 -6.545 0.837
Cl 1.888 -3.792 1.197
Cl -0.991 -4.601 1.082
C -1.912 4.540 1.098
Cl -1.592 2.855 0.595
Cl -1.477 4.593 2.864
Cl -0.696 5.595 0.255
Cl -3.536 4.987 0.766
```

Löwdin population analysis, charges in e, atoms 1 to 2:
1. Cl 0.499
2. C -0.589



3.
Below is C48H81IN3O11S2 as an isolated structure, with properties calculated with ωB97M-V/def2-TZVPD.

Values from the calculation:
DFT total energy ... -3962.459981 hartree
Net charge ... +1
Gap between HOMO and LUMO ... 4.98 eV

```
146
C48H81IN3O11S2 (ωB97M-V/def2-TZVPD)
N 10.809 -5.993 2.462
C 10.513 -5.204 1.200
O 11.528 -4.952 0.370
C 8.930 -4.751 0.909
C 8.916 -3.215 0.337
N 8.465 -2.174 1.383
I 8.715 -0.326 0.413
C 9.454 -2.189 2.529
C 9.294 -0.960 3.602
O 9.162 -1.558 4.972
C 7.021 -2.353 1.797
C 5.926 -1.960 0.615
C 4.541 -2.878 0.810
S 3.127 -1.673 1.052
C 1.763 -2.416 2.139
S 2.057 -2.462 3.812
N 0.511 -2.873 1.425
C 0.078 -4.268 1.819
C 1.067 -5.479 2.346
C 0.527 -7.003 2.771
C -1.087 -7.398 2.636
C -2.072 -6.215 2.067
C -1.537 -4.678 1.682
C -0.573 -1.837 1.627
C -1.154 -1.292 3.059
C -2.318 -0.112 3.230
C -2.929 0.531 1.812
C -2.415 0.003 0.328
C -1.240 -1.146 0.258
H 11.663 -5.612 2.965
H 11.089 -6.979 2.179
H 8.378 -4.900 1.938
H 8.545 -5.512 0.089
H 10.007 -2.860 0.016
H 8.265 -3.164 -0.645
H 10.545 -2.156 2.061
H 9.431 -3.194 3.171
H 10.304 -0.327 3.652
H 8.343 -0.292 3.460
H 9.745 -1.055 5.620
H 6.730 -1.666 2.728
H 6.755 -3.456 2.124
H 5.689 -0.798 0.754
H 6.359 -2.119 -0.482
H 4.629 -3.654 1.680
H 4.371 -3.382 -0.258
H 2.219 -5.301 2.478
H 1.251 -7.851 3.181
H -1.537 -8.447 2.896
H -3.233 -6.457 1.934
H -2.367 -3.947 1.291
H -0.733 -1.744 4.054
H -2.680 0.268 4.300
H -3.745 1.378 1.853
H -2.831 0.402 -0.702
H -0.860 -1.515 -0.785
C -6.049 0.204 -3.738
C -4.979 1.144 -3.249
O -4.646 1.171 -2.066
C -4.333 2.048 -4.265
H -6.426 -0.386 -2.896
H -6.879 0.775 -4.163
H -5.633 -0.476 -4.485
H -5.086 2.701 -4.714
H -3.841 1.449 -5.035
H -3.580 2.670 -3.770
C -9.274 4.557 -3.387
C -7.970 3.807 -3.337
O -7.349 3.537 -4.363
C -7.455 3.401 -1.982
H -9.522 4.785 -4.430
H -10.073 3.942 -2.964
H -9.184 5.497 -2.836
H -8.172 2.735 -1.496
H -7.284 4.289 -1.368
H -6.505 2.868 -2.099
C -2.846 -4.452 7.128
C -1.783 -4.205 6.091
O -1.603 -3.086 5.615
C -0.949 -5.382 5.658
H -3.368 -3.514 7.343
H -3.571 -5.178 6.751
H -2.387 -4.816 8.051
H -1.590 -6.149 5.216
H -0.406 -5.787 6.515
H -0.224 -5.055 4.906
C 11.701 -0.945 9.041
C 12.030 -1.042 7.575
O 11.634 -0.197 6.775
C 12.863 -2.213 7.128
H 11.095 -0.050 9.218
H 11.128 -1.822 9.352
H 12.621 -0.865 9.624
H 12.343 -3.147 7.353
H 13.836 -2.190 7.626
H 13.022 -2.153 6.046
C -11.026 8.943 -3.642
C -11.491 7.516 -3.524
O -10.923 6.719 -2.779
C -12.676 7.102 -4.354
H -10.162 9.098 -2.986
H -10.725 9.152 -4.671
H -11.825 9.621 -3.333
H -12.450 7.230 -5.416
H -13.550 7.698 -4.077
H -12.899 6.046 -4.167
C -5.654 -1.454 -8.008
C -4.584 -0.515 -7.519
O -4.250 -0.487 -6.336
C -3.938 0.389 -8.535
H -6.030 -2.045 -7.166
H -6.483 -0.883 -8.433
H -5.238 -2.135 -8.755
H -4.691 1.042 -8.983
H -3.445 -0.209 -9.305
H -3.185 1.012 -8.039
C -2.145 -2.096 -4.805
C -0.841 -2.846 -4.755
O -0.219 -3.116 -5.781
C -0.326 -3.252 -3.400
H -2.393 -1.868 -5.847
H -2.943 -2.711 -4.382
H -2.055 -1.157 -4.254
H -1.043 -3.918 -2.914
H -0.155 -2.364 -2.786
H 0.624 -3.785 -3.517
C -6.058 11.552 -2.699
C -7.141 10.870 -3.491
O -8.331 11.083 -3.260
C -6.713 9.919 -4.576
H -6.514 12.209 -1.951
H -5.449 10.805 -2.184
H -5.436 12.157 -3.364
H -6.133 9.100 -4.145
H -6.121 10.452 -5.325
H -7.601 9.502 -5.064
C 3.187 2.569 0.699
C 4.394 2.431 1.588
O 5.286 1.624 1.332
C 4.468 3.319 2.801
H 3.269 1.866 -0.137
H 2.281 2.335 1.264
H 3.134 3.584 0.298
H 3.619 3.119 3.460
H 4.472 4.368 2.493
H 5.393 3.110 3.348
```

Löwdin population analysis, charges in e, atoms 1 to 2:
1. N 0.031
2. C -0.311



4.
Below is C21H30N5O2S2W as an isolated structure, with properties calculated with ωB97M-V/def2-TZVPD.

Values from the calculation:
Energy relative to the best compared isomer or geometry (same formula, charge and spin) ... 0.0000 eV
DFT total energy ... -2104.956689 hartree
Net charge ... +3
Gap between HOMO and LUMO (spin up / spin down) ... 5.29 / 5.33 eV

```
61
C21H30N5O2S2W (ωB97M-V/def2-TZVPD)
W 0.023 -0.002 0.074
C -2.719 -0.479 1.565
N -1.542 0.454 1.655
C -2.005 1.854 1.345
C -2.443 1.943 -0.100
N -1.408 1.362 -1.043
C -0.591 2.488 -1.609
C -2.114 0.658 -2.135
C -2.897 1.347 -3.046
C -3.589 0.642 -4.026
C -3.511 -0.743 -4.088
C -2.740 -1.439 -3.172
C -2.042 -0.730 -2.199
S -1.058 -1.652 -1.047
C -1.000 0.457 3.024
C -1.750 0.199 4.147
C -1.148 0.278 5.410
C 0.191 0.607 5.563
C 0.960 0.841 4.440
C 0.367 0.774 3.172
S 1.301 1.032 1.762
H -3.534 -0.109 2.185
H -2.412 -1.469 1.893
H -3.062 -0.536 0.538
H -1.198 2.547 1.586
H -2.854 2.086 1.992
H -2.619 2.987 -0.364
H -3.379 1.414 -0.259
H -1.244 3.244 -2.040
H 0.080 2.098 -2.368
H -0.023 2.947 -0.798
H -2.989 2.424 -3.005
H -4.197 1.181 -4.739
H -4.057 -1.284 -4.849
H -2.684 -2.519 -3.211
H -2.796 -0.067 4.100
H -1.752 0.070 6.284
H 0.630 0.661 6.550
H 2.014 1.076 4.520
C 4.412 -0.520 -2.977
N 3.200 -0.610 -2.142
C 2.330 -1.746 -2.449
C 2.804 0.367 -1.350
O 1.496 0.500 -1.126
N 3.638 1.238 -0.790
C 5.044 0.923 -0.506
C 3.254 2.619 -0.504
H 4.132 -0.829 -3.982
H 5.195 -1.180 -2.607
H 4.767 0.504 -3.018
H 2.962 -2.589 -2.716
H 1.669 -1.514 -3.286
H 1.741 -2.026 -1.579
H 5.201 -0.150 -0.524
H 5.263 1.292 0.496
H 5.713 1.413 -1.212
H 2.252 2.818 -0.869
H 3.947 3.287 -1.016
H 3.318 2.820 0.566
O 0.994 -2.288 1.727
N 0.719 -1.402 1.068
```

Löwdin population analysis, charges in e, atoms 1 to 2:
1. W 1.254
2. C -0.040



Please write out number 2 again, unchanged.
Below is a 7-piece molecular cluster, C14H26Cl14N2O2 overall, with properties calculated with ωB97M-V/def2-TZVPD.

Values from the calculation:
Energy relative to the best compared isomer or geometry (same formula, charge and spin) ... 1.2895 eV
DFT total energy ... -7251.656886 hartree
Net charge ... 0
Gap between HOMO and LUMO ... 8.71 eV
SMILES ... ClC(Cl)(Cl)Cl.ClC(Cl)(Cl)Cl.CN(C)C=O.CN(C)C=O.ClCCCl.ClCCCl.ClCCCl

```
58
C14H26Cl14N2O2 (ωB97M-V/def2-TZVPD)
Cl -5.333 1.383 -3.151
C -4.315 0.265 -2.074
C -4.916 -1.141 -2.323
Cl -4.032 -2.351 -1.310
H -4.503 0.564 -1.043
H -3.243 0.339 -2.257
H -4.890 -1.401 -3.381
H -5.894 -1.260 -1.857
Cl 3.100 3.980 -2.080
C 2.613 4.252 -0.265
C 3.139 3.146 0.592
Cl 4.862 2.879 0.341
H 1.527 4.253 -0.178
H 3.046 5.181 0.104
H 2.652 2.217 0.298
H 3.043 3.372 1.654
Cl 1.836 -0.544 -5.535
C 3.174 -1.599 -5.045
C 2.608 -2.983 -4.743
Cl 3.906 -4.156 -4.430
H 3.723 -1.139 -4.224
H 3.919 -1.634 -5.840
H 1.943 -3.280 -5.555
H 2.024 -2.986 -3.823
C 1.236 -0.192 -0.114
O 1.385 0.218 1.056
N 0.084 -0.557 -0.658
C -0.003 -1.065 -2.021
C -1.153 -0.413 -0.011
H 2.072 -0.231 -0.829
H -0.575 -0.331 -2.589
H -0.499 -2.034 -2.067
H 0.970 -1.245 -2.479
H -1.112 -0.354 1.076
H -1.573 0.520 -0.387
H -1.817 -1.252 -0.219
C -1.179 -0.499 5.839
O -1.135 -1.734 6.122
N -0.394 0.030 4.913
C -0.309 1.503 4.691
C 0.431 -0.837 4.119
H -1.734 0.250 6.426
H 0.596 1.751 5.247
H -1.183 2.042 5.057
H -0.126 1.792 3.656
H 0.438 -1.913 4.294
H 0.105 -0.774 3.080
H 1.467 -0.499 4.128
C 0.621 -4.788 0.410
Cl 0.576 -4.377 -1.309
Cl 1.137 -6.545 0.837
Cl 1.888 -3.792 1.197
Cl -0.991 -4.601 1.082
C -1.912 4.540 1.098
Cl -1.592 2.855 0.595
Cl -1.477 4.593 2.864
Cl -0.696 5.595 0.255
Cl -3.536 4.987 0.766
```

Löwdin population analysis, charges in e, atoms 1 to 2:
1. Cl 0.499
2. C -0.589